Record 1
Here is a molecular structure, C5H8O2 at a distorted geometry from OMol25. Energies are from the ωB97M-V functional and the def2-TZVPD basis.

```
15
Properties=species:S:1:pos:R:3:forces:R:3:nbo_charge:R:1
O 1.9683 -0.9016 -0.3699 -0.116 -0.489 0.216 -0.722
C 1.0007 -0.3331 0.5077 0.045 -0.181 0.043 0.064
C 0.6707 1.0723 -0.0515 0.092 -0.142 -0.044 -0.476
C -0.7342 0.7264 -0.5963 0.104 0.295 -0.213 0.085
C -1.4677 -0.0052 0.5488 0.086 0.138 0.111 -0.435
C -0.3581 -1.0041 0.2155 0.141 -0.321 0.140 0.057
O -0.4982 -0.5952 -1.1850 -0.058 -0.047 -0.141 -0.543
H 1.4817 -0.9743 -1.2133 0.320 -0.059 0.214 0.477
H 1.4040 -0.4071 1.5219 -0.297 0.033 -0.153 0.197
H 0.7245 1.9649 0.5884 -0.063 -0.487 -0.023 0.219
H 1.4662 1.0725 -0.8102 -0.681 1.104 -0.210 0.240
H -1.2398 1.4265 -1.2630 0.104 -0.122 0.067 0.201
H -1.5712 0.4400 1.5416 0.243 -0.013 -0.099 0.205
H -2.4233 -0.4007 0.1936 0.134 0.162 0.097 0.224
H -0.4236 -2.0812 0.3718 -0.055 0.131 -0.005 0.206
```
Positions in Å, forces in eV/Å.

Properties
HOMO energy: -9.772 eV
LUMO level: 1.0 eV
energy above the lowest of the compared OMol25 structures with the same formula, charge and spin: 45.77 kcal per mole
frontier orbital gap: 10.800 eV

Record 2
Here is a single C5H8O2 molecule from OMol25. Energies are from the ωB97M-V functional and the def2-TZVPD basis.

```
15
Properties=species:S:1:pos:R:3:forces:R:3:nbo_charge:R:1
C 1.7353 -0.0949 1.4821 0.070 -0.023 0.013 -0.604
C 0.3027 0.2865 1.1214 -0.050 0.043 0.053 -0.391
C -0.1180 -0.3173 -0.2154 0.032 0.006 -0.041 -0.548
C -1.5483 -0.0122 -0.5471 -0.267 0.089 0.571 0.820
O -2.4350 0.2422 0.2038 0.435 -0.111 -0.440 -0.503
C -1.0530 0.3922 -2.8032 -0.412 -0.168 0.045 0.102
O -1.9000 -0.1104 -1.9363 0.238 0.149 -0.288 -0.509
H 1.8395 -1.1801 1.5983 -0.024 0.146 -0.012 0.203
H 2.0411 0.3738 2.4226 -0.045 -0.078 -0.135 0.216
H 2.4396 0.2234 0.7044 -0.113 -0.032 0.112 0.205
H 0.2100 1.3774 1.0593 0.008 -0.144 0.012 0.208
H -0.3922 -0.0376 1.9036 0.110 0.037 -0.108 0.216
H 0.5115 0.0300 -1.0398 -0.085 -0.058 0.119 0.261
H -0.0355 -1.4143 -0.1890 -0.019 0.134 -0.038 0.241
H -1.5977 0.2413 -3.7646 0.120 0.010 0.136 0.084
```
Positions in Å, forces in eV/Å.

Properties
HOMO energy: -9.141 eV
LUMO level: 0.2 eV
energy above the lowest of the compared OMol25 structures with the same formula, charge and spin: 70.43 kcal per mole
frontier orbital gap: 9.293 eV

Record 3
Here is a single C5H8O2 molecule from OMol25. Energies are from the ωB97M-V functional and the def2-TZVPD basis.

```
15
Properties=species:S:1:pos:R:3:forces:R:3:nbo_charge:R:1
C 1.5557 -0.3088 0.0148 0.066 -0.201 0.093 -0.094
C 1.1210 1.0006 -0.6460 -0.054 0.258 -0.137 -0.087
O -0.2563 1.2938 -0.4388 -0.065 0.226 0.067 -0.509
C -1.1223 0.2035 -0.4272 0.041 -0.428 -0.192 0.055
C -1.7530 -0.1182 0.8916 -0.142 0.008 0.248 -0.450
C -0.6373 -0.9694 0.3855 -0.042 -0.015 -0.245 0.051
O 0.6059 -0.7515 0.9718 0.199 -0.020 0.133 -0.506
H 1.7269 -1.0821 -0.7449 -0.050 -0.035 0.128 0.163
H 2.4784 -0.1518 0.5726 0.030 -0.096 -0.110 0.197
H 1.6665 1.8472 -0.2254 -0.137 -0.036 0.079 0.187
H 1.3566 0.9841 -1.7151 -0.095 -0.092 -0.057 0.165
H -1.6850 0.0288 -1.3431 0.133 0.085 0.067 0.184
H -1.4795 0.5535 1.6915 -0.011 0.033 0.081 0.239
H -2.7526 -0.5331 0.9505 0.089 0.059 -0.180 0.220
H -0.8250 -1.9966 0.0622 0.039 0.254 0.027 0.186
```
Positions in Å, forces in eV/Å.

Properties
SMILES: C1CO[C@@H]2C[C@@H]2O1
HOMO energy: -9.505 eV
LUMO level: 1.1 eV
energy above the lowest of the compared OMol25 structures with the same formula, charge and spin: 51.09 kcal per mole
frontier orbital gap: 10.615 eV

Record 4
Here is a single C5H8O2 molecule from OMol25. Energies are from the ωB97M-V functional and the def2-TZVPD basis.

```
15
Properties=species:S:1:pos:R:3:forces:R:3:nbo_charge:R:1
C -1.7530 -2.9978 -0.8606 0.129 0.181 -0.158 -0.210
C -0.9070 -2.1488 -0.8047 -0.254 -0.364 0.037 -0.033
C 0.0908 -1.0917 -0.9349 0.049 -0.254 0.289 -0.135
O -0.2270 -0.0231 -0.0656 -0.056 -0.067 -0.144 -0.538
C 0.7328 1.0172 -0.0735 0.176 0.148 -0.028 -0.092
C 0.3479 1.9856 1.0324 0.055 0.170 -0.347 -0.077
O 0.3584 1.3540 2.2909 -0.149 -0.216 0.038 -0.712
H -2.5233 -3.7176 -1.0154 0.087 0.002 0.222 0.236
H 1.1091 -1.4618 -0.7272 -0.246 -0.006 -0.019 0.197
H 0.0383 -0.8298 -1.9936 0.233 0.549 -0.094 0.199
H 1.7363 0.6088 0.1265 -0.131 0.027 -0.031 0.170
H 0.7459 1.5218 -1.0516 0.005 -0.012 0.118 0.171
H 1.0739 2.8046 1.0776 -0.098 -0.139 -0.054 0.184
H -0.6388 2.4191 0.8058 0.129 -0.093 0.056 0.165
H -0.1844 0.5594 2.1939 0.070 0.073 0.116 0.475
```
Positions in Å, forces in eV/Å.

Properties
SMILES: C#CCOCCO
HOMO energy: -10.131 eV
LUMO level: 0.9 eV
energy above the lowest of the compared OMol25 structures with the same formula, charge and spin: 67.79 kcal per mole
frontier orbital gap: 11.055 eV